Formula: C7H12F3NO2S
Source: OMol25
Level of theory: the ωB97M-V functional and the def2-TZVPD basis

```
! wB97M-V def2-TZVPD RIJCOSX def2/J DEFGRID3
* xyz 0 1
C -1.95058 2.71919 -0.38951
S -0.18487 1.91758 -0.08517
O 0.63490 2.13130 -1.27781
O 0.28602 2.54280 1.10207
C -0.45720 0.15287 0.26752
C -1.12357 -0.54278 -0.93724
C -0.60260 -2.06253 -0.89671
C 0.32077 -2.13954 0.36769
C 0.72752 -0.65050 0.72380
N 1.06257 -0.52717 2.12450
C 2.03610 -0.24343 -0.17656
F 1.75032 -0.12597 -1.45884
F 2.59428 0.88785 0.26912
F 2.98075 -1.16742 -0.04519
H -1.86209 3.77478 -0.54353
H -2.44158 2.23280 -1.21961
H -2.63394 2.70904 0.42312
H -1.05994 0.23197 1.20259
H -0.68294 -0.06853 -1.91863
H -2.22209 -0.59947 -0.93464
H -1.29555 -2.83157 -0.98289
H 0.05294 -2.11869 -1.84890
H -0.30220 -2.37303 1.16320
H 1.03705 -2.91486 0.33801
H 1.71519 -1.26213 2.44520
H 1.62073 0.32742 2.28843
*
```

Computed properties:
E_HOMO: -10.2 eV
E: -1176.90766 hartree
energy relative to the best compared isomer or geometry (same formula, charge and spin): 4.7 kJ/mol
SMILES: CS(=O)(=O)[C@H]1CCC[C@@]1(N)C(F)(F)F

These are the Mulliken partial charges, in e, on atoms 1 to 8:
1 C -1.177
2 S 1.242
3 O -0.603
4 O -0.651
5 C -0.406
6 C -0.914
7 C -0.789
8 C -1.364

=====

Formula: C7H12IN2O
Source: OMol25
Level of theory: the ωB97M-V functional and the def2-TZVPD basis

```
! wB97M-V def2-TZVPD RIJCOSX def2/J DEFGRID3
* xyz 1 3
C -2.76256 0.00705 -1.39622
C 0.64882 1.14771 -0.10830
C -0.31401 -1.13742 -0.42157
C 1.57867 0.54383 0.90047
C 0.66117 -1.63823 0.64010
C -0.67743 0.38762 -0.07024
C -1.66463 0.85611 -1.18421
N -3.76305 -0.53810 -1.41583
N 1.84903 -0.88503 0.64142
O -1.31065 0.48515 1.18127
I -2.18083 2.93350 -0.91128
H 0.57634 2.13849 0.14079
H 0.93867 1.03677 -1.13957
H 0.02339 -1.23594 -1.40722
H -1.23910 -1.59282 -0.29036
H 2.57180 1.06097 0.94681
H 1.20104 0.69385 1.91799
H 0.22396 -1.53268 1.61818
H 0.86506 -2.65291 0.52096
H -1.19471 0.82027 -2.58602
H 2.25785 -0.86019 -0.35115
H 2.62861 -1.27719 1.15589
H -0.91743 1.23921 1.61810
*
```

Computed properties:
E_HOMO (alpha / beta): -9.1 / -13.4 eV
E: -755.89648 hartree
⟨S²⟩: 2.007
energy relative to the best compared isomer or geometry (same formula, charge and spin): 0.0 kJ/mol

These are the Mulliken partial charges, in e, on atoms 1 to 8:
1 C 0.059
2 C -1.014
3 C -1.008
4 C -0.731
5 C -0.943
6 C 0.693
7 C -0.587
8 N -0.449

=====

Formula: C7H12IN3O
Source: OMol25
Level of theory: the ωB97M-V functional and the def2-TZVPD basis

```
! wB97M-V def2-TZVPD RIJCOSX def2/J DEFGRID3
* xyz 0 1
C 1.86144 -1.27796 -2.77301
C 1.62748 0.02092 -0.94879
C 2.55722 -0.71440 -1.71915
C -1.94181 1.34822 3.25989
C -2.13896 -0.39550 1.56877
C -0.70919 0.75376 -1.27080
C -1.20597 0.66149 2.11421
N 0.55078 -0.75439 -2.68203
N 0.45554 0.06854 -1.60499
N 3.78935 -0.87326 -1.15700
O -0.05758 0.82402 1.79319
I -2.28148 0.92556 -2.82556
H 2.13014 -1.68034 -3.70614
H 1.65429 0.54884 -0.01568
H -1.24283 2.15762 3.75015
H -2.17826 0.66953 4.01995
H -2.86453 1.62004 3.04859
H -1.48058 -1.04605 1.03655
H -3.07313 -0.01943 1.09460
H -2.55292 -1.06737 2.34142
H -0.55523 1.72574 -0.81151
H 4.12724 -1.77070 -1.39983
H 3.88853 -0.65008 -0.20079
H -0.35954 -1.07479 -2.91203
*
```

Computed properties:
E_HOMO (alpha / beta): -6.3 / -6.3 eV
E: -810.96446 hartree
energy relative to the best compared isomer or geometry (same formula, charge and spin): 268.5 kJ/mol

These are the Mulliken partial charges, in e, on atoms 1 to 8:
1 C -0.662
2 C -0.592
3 C 0.368
4 C -1.405
5 C -1.119
6 C -0.540
7 C 0.872
8 N -0.283

=====

Formula: C7H12InO9
Source: OMol25
Level of theory: the ωB97M-V functional and the def2-TZVPD basis

```
! wB97M-V def2-TZVPD RIJCOSX def2/J DEFGRID3
* xyz 1 1
In -2.16995 0.19838 0.85480
C -0.58224 1.64915 -2.58348
O -1.02784 1.06992 -3.67146
O 0.09966 2.22532 -3.70555
O -0.46706 1.71108 -1.38249
C 0.77724 3.34696 1.63055
O 1.44036 2.26846 2.33338
C 0.78767 1.13766 2.52651
O -0.35544 0.87045 2.13404
O 1.53864 0.33200 3.29856
C 0.96711 -0.89888 3.52912
H 1.46542 4.17289 1.74356
H -0.19766 3.45432 2.00967
H 0.71556 3.12958 0.58905
H -0.08406 -0.77014 3.90343
H 1.56299 -1.51323 4.17621
H 0.92019 -1.42121 2.55703
C 1.40587 -1.29096 -0.24007
O 0.85163 -1.62387 -1.54506
C -0.44305 -1.70403 -1.60604
O -1.27054 -1.51907 -0.73844
O -0.78317 -2.20185 -2.76242
C -2.16814 -2.19353 -3.20256
H 0.92906 -0.46196 0.18287
H 2.44591 -1.22346 -0.48181
H 1.17251 -2.19832 0.35863
H -2.34453 -3.12501 -3.78273
H -2.31971 -1.22916 -3.73982
H -2.86644 -2.19148 -2.38548
*
```

Computed properties:
E_HOMO: -13.5 eV
E: -1140.87771 hartree

These are the Mulliken partial charges, in e, on atoms 1 to 8:
1 In 0.834
2 C 0.815
3 O -0.194
4 O -0.168
5 O -0.446
6 C -0.665
7 O -0.329
8 C 0.933

=====

Formula: C7H12MgO3
Source: OMol25
Level of theory: the ωB97M-V functional and the def2-TZVPD basis

```
! wB97M-V def2-TZVPD RIJCOSX def2/J DEFGRID3
* xyz 2 1
C -2.77665 1.40019 -0.16751
C -3.82269 1.90100 -0.84382
H -2.00657 -0.44498 -0.12384
H -2.70480 1.51503 0.91686
H -3.98786 2.97835 -0.91958
H -4.49839 1.24895 -1.40165
H -2.03429 2.08673 -0.71446
O 4.76834 0.56686 1.50818
C 3.77986 0.55625 0.71710
O 3.68455 1.44549 -0.18024
O 2.84778 -0.35026 0.89856
C 1.69376 -0.30992 0.05308
C 0.82111 -1.49052 0.44064
C -0.31727 -1.74007 -0.43571
C -1.65691 -1.74254 -0.03080
Mg 5.43634 2.18072 0.50514
H 2.00780 -0.37730 -0.99628
H 1.15991 0.63612 0.20874
H 0.53543 -1.49377 1.50114
H 1.39490 -2.43489 0.27218
H -0.10917 -1.88563 -1.50313
H -2.35813 -2.23231 -0.71517
H -1.85705 -2.01350 1.01055
*
```

Computed properties:
E_HOMO (alpha / beta): -14.3 / -14.3 eV
E: -698.96159 hartree
energy relative to the best compared isomer or geometry (same formula, charge and spin): 327.8 kJ/mol

These are the Mulliken partial charges, in e, on atoms 1 to 8:
1 C -0.844
2 C -0.225
3 H 0.095
4 H 0.472
5 H 0.289
6 H 0.237
7 H 0.269
8 O -0.741